Computed, not measured: C2H3NO3 in the gas phase, with the ωB97M-V functional and the def2-TZVPD basis.

Kohn-Sham gap	10.592	eV
structure (SMILES)	O=C(O)/C=N\O
spin multiplicity	1

Structure (XYZ):
```
9
Properties=species:S:1:pos:R:3:forces:R:3
O -1.0719 1.2929 -0.0343 2.937 3.247 -0.587
O -2.3005 -0.4525 0.1505 2.813 0.122 -1.057
O 1.3709 0.6273 0.1835 4.907 0.978 -1.362
N 1.1742 -0.7110 0.0047 2.369 0.219 0.895
C -0.0170 -0.8746 -0.0594 -3.888 -2.251 -0.372
C -1.1603 0.0267 -0.0562 -5.366 -2.603 2.129
H -0.0823 1.5089 -0.0550 -1.581 0.065 -0.059
H 2.2940 0.4621 -0.1750 -0.774 2.500 0.891
H -0.2071 -1.8798 0.0413 -1.418 -2.277 -0.478
```
Forces are in eV/Å.



Computed, not measured: 2 unconnected molecules or ions with the total composition C2H3NO3, with the ωB97M-V functional and the def2-TZVPD basis.

Kohn-Sham gap (spin up / spin down)	7.633 / 9.115	eV
spin multiplicity	1

Structure (XYZ):
```
9
Properties=species:S:1:pos:R:3:forces:R:3
O 2.5128 -0.0526 -0.0990 0.631 0.072 -0.116
O 0.8144 1.4074 -0.0509 -0.631 -0.051 0.090
O -3.1709 0.4125 0.0746 1.684 -0.767 -0.052
N 1.3013 0.1015 0.1215 0.510 0.756 -0.213
C 0.4677 -0.7749 0.4815 -1.706 0.463 0.110
C -2.1907 -0.2172 -0.1052 -0.790 0.775 0.536
H 1.5834 1.9592 -0.2737 0.244 -0.594 0.058
H -2.0223 -1.0337 -0.8044 -0.103 -0.346 -0.438
H 0.7042 -1.8022 0.6556 0.161 -0.308 0.025
```
Forces are in eV/Å.



Computed, not measured: a molecular structure, C2H3NO3S, with the ωB97M-V functional and the def2-TZVPD basis.

Kohn-Sham gap	9.220	eV
spin multiplicity	1

Structure (XYZ):
```
10
Properties=species:S:1:pos:R:3:forces:R:3
S 0.0279 1.2196 0.2795 -2.248 0.994 2.063
O -1.1750 0.3026 1.1437 0.018 1.357 0.763
O -2.0937 -1.7146 0.5378 1.700 2.569 -0.473
O 0.7714 -0.7584 -1.2657 1.511 -1.189 -0.525
N 1.3781 0.5980 0.6071 2.317 -0.570 0.519
C -0.2665 -0.1837 -0.9488 -4.469 -0.110 -0.528
C -1.3904 -0.7506 0.3249 0.573 -1.804 -1.844
H 1.4903 -0.2209 -0.1158 0.746 -0.068 0.170
H 2.1135 1.0667 1.1095 -0.154 -0.048 0.140
H -0.8556 0.4414 -1.6722 0.006 -1.132 -0.284
```
Forces are in eV/Å.



Computed, not measured: C2H3NO3S in the gas phase, with the ωB97M-V functional and the def2-TZVPD basis.

Kohn-Sham gap (spin up / spin down)	8.591 / 8.590	eV
structure (SMILES)	NS(=O)(=O)C1=CO1
spin multiplicity	1

Structure (XYZ):
```
10
Properties=species:S:1:pos:R:3:forces:R:3
S -1.0008 -0.0506 -0.0646 0.672 0.269 3.361
O 1.7382 -0.2790 -0.3468 1.337 -0.829 -0.315
O -1.1335 -0.7585 -1.2727 0.141 0.231 -1.484
O -1.9891 -0.1380 0.9556 -0.072 -0.515 0.225
N -0.8109 1.5542 -0.2342 -0.199 0.954 1.825
C 0.6106 -0.5962 0.7027 -2.344 0.740 -0.249
C 1.5152 -1.4450 0.3046 1.211 -0.974 -0.280
H -0.3507 1.9538 -0.9913 1.002 0.125 -1.840
H 2.0967 -2.4382 0.3469 -1.184 1.887 -0.174
H -0.6755 2.1975 0.5997 -0.564 -1.888 -1.068
```
Forces are in eV/Å.



Computed, not measured: a molecular structure, C2H3NOS, with the ωB97M-V functional and the def2-TZVPD basis.

Kohn-Sham gap	9.331	eV
spin multiplicity	1

Structure (XYZ):
```
8
Properties=species:S:1:pos:R:3:forces:R:3
S -1.2656 -0.2402 -0.0548 1.046 -1.703 0.247
O 1.5874 -0.2310 -0.2367 -5.871 -0.058 2.327
N 0.9986 1.0205 0.1372 -1.927 2.346 -1.626
C -0.3433 1.1939 0.0266 4.712 1.096 0.588
C 0.3484 -1.1793 0.1998 4.095 -3.672 -3.151
H 0.4860 -2.1204 -0.7534 -0.871 2.855 3.156
H -0.7572 2.2937 0.0151 0.900 -2.549 0.356
H 0.8010 -1.7126 1.1894 -2.085 1.684 -1.898
```
Forces are in eV/Å.



Computed, not measured: 2 unconnected molecules or ions with the total composition C2H3NOS, with the ωB97M-V functional and the def2-TZVPD basis.

Kohn-Sham gap	10.489	eV
structure (SMILES)	O=C=S.C=N
spin multiplicity	1

Structure (XYZ):
```
8
Properties=species:S:1:pos:R:3:forces:R:3
S 2.5996 -0.8835 -0.0755 1.603 -2.689 -0.150
O 1.5506 1.5553 -0.0761 -0.297 0.629 -0.336
N -0.3545 -0.4948 -0.0225 0.375 2.078 -0.331
C 1.9195 0.4688 -0.1351 -0.535 2.217 0.476
C -1.4486 0.1206 0.0835 0.522 -2.160 -0.500
H -1.6393 1.1263 -0.1551 0.724 1.582 -0.138
H -2.3325 -0.4150 0.2435 -1.659 -0.887 0.683
H -0.2947 -1.4776 0.1375 -0.734 -0.771 0.296
```
Forces are in eV/Å.



Computed, not measured: 2 unconnected molecules or ions with the total composition C2H3NOS, with the ωB97M-V functional and the def2-TZVPD basis.

Kohn-Sham gap	10.244	eV
structure (SMILES)	O=C=S.C=N
spin multiplicity	1

Structure (XYZ):
```
8
Properties=species:S:1:pos:R:3:forces:R:3
S 2.5588 0.8637 -0.1237 1.701 0.847 0.564
O 0.5797 0.2396 -1.8567 1.355 0.991 0.351
N -0.0069 -0.1400 0.6091 -0.277 -1.440 1.121
C 1.3933 0.5583 -1.0785 -2.069 -1.413 -2.008
C -1.2345 -0.3553 0.3825 -1.032 -0.013 1.318
H -2.0776 -0.4446 1.1330 1.157 -0.165 -0.144
H -1.6985 -0.4653 -0.6264 1.168 0.560 0.245
H 0.4856 -0.2563 1.5607 -2.003 0.633 -1.448
```
Forces are in eV/Å.



Computed, not measured: C2H3NOS in the gas phase, with the ωB97M-V functional and the def2-TZVPD basis.

Kohn-Sham gap	9.027	eV
structure (SMILES)	C=NOC=S
spin multiplicity	1

Structure (XYZ):
```
8
Properties=species:S:1:pos:R:3:forces:R:3
S -0.3741 -0.2462 -2.6192 -0.073 0.029 -0.056
O -0.2507 -0.5912 0.0170 -0.075 0.316 0.164
N 0.2989 0.7172 0.0681 0.201 0.002 0.755
C -0.5842 -0.9806 -1.2076 -0.216 -0.827 -0.547
C 0.5562 0.9564 1.2865 0.299 0.294 -0.233
H 1.0390 1.9164 1.5192 -0.390 -0.486 -0.157
H 0.3448 0.2151 2.0565 0.079 0.194 0.048
H -1.0298 -1.9871 -1.1205 0.175 0.479 0.026
```
Forces are in eV/Å.



Computed, not measured: C2H3NOS in the gas phase, with the ωB97M-V functional and the def2-TZVPD basis.

Kohn-Sham gap	8.887	eV
structure (SMILES)	O=CNC=S
spin multiplicity	1

Structure (XYZ):
```
8
Properties=species:S:1:pos:R:3:forces:R:3
S -2.6790 -0.4445 0.0059 0.662 0.059 -0.328
O 2.1883 -0.6921 -0.0382 1.065 0.690 -0.022
N 0.0086 -0.4088 0.1801 0.077 -0.823 -1.241
C 1.3121 0.1131 0.0377 -1.647 0.882 -0.222
C -1.1897 0.2095 -0.0194 0.227 2.143 1.004
H 0.0692 -1.3873 -0.1089 -0.433 -0.014 0.738
H -1.0271 1.3442 -0.0149 -0.443 -1.427 -0.199
H 1.3177 1.2658 -0.0422 0.491 -1.511 0.270
```
Forces are in eV/Å.



Computed, not measured: 2 unconnected molecules or ions with the total composition C2H3NOS, with the ωB97M-V functional and the def2-TZVPD basis.

Kohn-Sham gap	9.433	eV
spin multiplicity	1

Structure (XYZ):
```
8
Properties=species:S:1:pos:R:3:forces:R:3
S -0.6211 -0.7339 1.4158 1.972 0.946 0.505
O -0.9417 0.6635 1.0690 -0.674 -0.377 -0.327
N -1.5006 1.2594 -3.3557 1.055 -0.942 1.433
C -0.7789 0.7546 -2.5996 -1.206 1.193 -1.876
C 0.9760 -0.7819 1.7702 -3.541 1.722 -1.407
H 1.4868 0.1314 1.6123 0.674 0.658 0.093
H 0.0061 0.3413 -2.0263 0.127 -0.223 0.471
H 1.3733 -1.6345 2.1143 1.593 -2.977 1.108
```
Forces are in eV/Å.



Computed, not measured: C2H3NOS in the gas phase, with the ωB97M-V functional and the def2-TZVPD basis.

Kohn-Sham gap	7.357	eV
spin multiplicity	1

Structure (XYZ):
```
8
Properties=species:S:1:pos:R:3:forces:R:3
S 0.5724 -1.2778 0.5416 -0.841 -0.854 -1.124
O 0.2931 -0.0969 3.2845 -0.262 0.194 0.573
N 0.4610 -0.6523 -0.8611 0.937 -0.606 0.304
C 1.0161 -0.4537 2.4956 0.636 0.597 0.810
C -0.3792 0.4109 -1.2386 0.016 2.064 -0.361
H -1.0418 0.9763 -0.5462 1.231 -0.065 0.737
H 0.2695 1.0773 -1.8882 -1.221 -0.466 0.678
H -1.1910 0.0162 -1.7875 -0.496 -0.864 -1.618
```
Forces are in eV/Å.



Computed, not measured: C2H3NOS2 in the gas phase, with the ωB97M-V functional and the def2-TZVPD basis.

Kohn-Sham gap (spin up / spin down)	7.205 / 7.191	eV
spin multiplicity	1

Structure (XYZ):
```
9
Properties=species:S:1:pos:R:3:forces:R:3
S 0.8134 2.1347 -0.0863 1.595 -2.777 0.952
S -1.8588 0.6953 0.3371 0.055 0.061 -0.589
O 0.3496 -0.4314 -0.6490 0.220 -0.818 -0.644
N 2.1050 0.1948 0.7603 -0.683 3.265 -0.201
C 1.4244 -0.6159 0.1268 -0.791 -0.791 -0.681
C -0.2845 0.8175 -0.6308 -0.867 0.890 0.671
H -0.6157 1.0146 -1.6529 0.077 -0.038 0.100
H 1.6837 -1.6802 0.1347 0.114 0.153 0.165
H -1.3042 0.5729 1.5387 0.280 0.056 0.227
```
Forces are in eV/Å.



Computed, not measured: C2H3NOS2 in the gas phase, with the ωB97M-V functional and the def2-TZVPD basis.

Kohn-Sham gap	9.095	eV
structure (SMILES)	O=CSNC=S
spin multiplicity	1

Structure (XYZ):
```
9
Properties=species:S:1:pos:R:3:forces:R:3
S -2.7371 0.7384 -0.6256 0.374 -0.244 0.137
S 1.1281 -0.9459 -0.1097 -0.179 0.234 -0.021
O 2.9987 0.1088 1.4272 -0.390 -0.041 -0.176
N -0.2036 -0.0467 -0.6656 0.134 0.069 -0.201
C 1.9648 0.3072 0.8608 0.432 -0.193 0.018
C -1.4170 -0.0311 -0.0561 -0.112 0.105 0.254
H 1.4323 1.2673 0.8454 -0.169 0.178 0.022
H -0.1473 0.4280 -1.5643 0.064 -0.190 0.215
H -1.3912 -0.5738 0.8975 -0.155 0.083 -0.249
```
Forces are in eV/Å.



Computed, not measured: C2H3NS in the gas phase, with the ωB97M-V functional and the def2-TZVPD basis.

Kohn-Sham gap (spin up / spin down)	5.920 / 5.921	eV
spin multiplicity	1

Structure (XYZ):
```
7
Properties=species:S:1:pos:R:3:forces:R:3
S 2.8309 -0.3339 0.4700 -1.355 -0.208 0.234
N -1.3113 -0.8497 0.8737 5.024 1.825 -1.996
C 0.9438 -0.0023 -0.0375 2.102 3.866 1.697
C -0.2510 -0.2909 0.6188 -1.458 -2.766 -1.470
H 1.1961 -0.3358 -1.0281 -0.968 -0.533 -0.677
H 1.1653 1.1962 -0.0367 -1.126 -2.616 -0.009
H -1.8755 -0.5770 1.5975 -2.219 0.434 2.222
```
Forces are in eV/Å.



Computed, not measured: C2H3NS in the gas phase, with the ωB97M-V functional and the def2-TZVPD basis.

⟨S²⟩	2.0151
Kohn-Sham gap (spin up / spin down)	8.592 / 7.792	eV
spin multiplicity	3

Structure (XYZ):
```
7
Properties=species:S:1:pos:R:3:forces:R:3
S 1.9342 0.2622 0.8623 1.556 -0.470 1.326
N -0.5208 -1.0368 0.6282 -0.236 -1.665 1.306
C -0.4497 -0.0906 -0.2011 0.765 1.689 -0.960
C 0.7559 0.7049 -0.1556 -2.266 0.345 -1.638
H -1.2067 0.1839 -0.9455 0.019 -0.086 0.150
H -1.3660 -1.6007 0.6032 -0.023 0.181 -0.214
H 0.8533 1.5771 -0.7915 0.185 0.005 0.029
```
Forces are in eV/Å.



Computed, not measured: C2H3NS3 in the gas phase, with the ωB97M-V functional and the def2-TZVPD basis.

Kohn-Sham gap	8.219	eV
structure (SMILES)	S=CNSC=S
spin multiplicity	1

Structure (XYZ):
```
9
Properties=species:S:1:pos:R:3:forces:R:3
S -2.7398 -0.6257 0.1399 0.380 -0.085 0.392
S 0.0874 -0.9982 0.9416 4.776 0.492 0.803
S 2.2677 1.7662 -1.4213 0.239 1.258 -0.741
N 0.4784 0.4437 0.1331 -0.975 -0.005 -2.155
C 1.8319 0.6225 -0.4421 -1.598 -3.587 1.481
C -1.4723 -1.2509 0.9766 -2.910 -1.257 1.366
H -0.4721 0.6749 -0.3966 2.791 0.300 0.784
H 2.5771 -0.2753 -0.1981 -1.820 1.916 0.025
H -1.4571 -2.0112 1.8926 -0.884 0.969 -1.955
```
Forces are in eV/Å.



Computed, not measured: 2 unconnected molecules or ions with the total composition C2H3O2, with the ωB97M-V functional and the def2-TZVPD basis.

total charge	+1
Kohn-Sham gap	8.270	eV
spin multiplicity	1

Structure (XYZ):
```
7
Properties=species:S:1:pos:R:3:forces:R:3
O -2.4411 0.4190 0.3260 -1.294 0.140 0.659
O 0.6105 0.0711 -0.4432 0.125 -0.529 0.440
C -1.9599 0.5126 -0.6547 2.684 -0.356 -0.915
C 1.3660 -0.3810 0.3947 -0.552 3.322 2.420
H 1.9108 -1.2621 0.3571 0.899 -2.172 -0.950
H -1.0910 0.4721 -1.4092 -1.080 0.182 0.377
H 1.6046 0.1683 1.4293 -0.782 -0.588 -2.031
```
Forces are in eV/Å.



Computed, not measured: a gas-phase ion, C2H3O2S2 (charge -1), with the ωB97M-V functional and the def2-TZVPD basis.

total charge	-1
Kohn-Sham gap (spin up / spin down)	6.641 / 6.639	eV
structure (SMILES)	O=S([O-])#S1=CC1
spin multiplicity	1

Structure (XYZ):
```
9
Properties=species:S:1:pos:R:3:forces:R:3
S -0.9850 0.5931 0.0299 1.027 -0.269 -0.162
S -2.2896 1.2752 1.8447 -2.379 -2.368 0.808
O -1.4898 0.8045 2.9788 0.415 0.757 -0.412
O -2.2701 2.6548 1.4551 0.773 1.888 0.216
C -1.2957 -1.3160 0.0496 1.242 -0.885 1.928
C -0.7864 -0.7697 -1.2021 -2.537 -0.541 -1.682
H -1.6301 -0.6623 -2.0357 1.415 -0.389 1.637
H -2.2593 -1.8409 0.4270 0.908 1.408 -1.242
H -0.4966 -1.6554 0.7912 -0.863 0.398 -1.091
```
Forces are in eV/Å.



Computed, not measured: a molecular structure, C2H3O2Tm, with the ωB97M-V functional and the def2-TZVPD basis.

total charge	+3
⟨S²⟩	3.7556
Kohn-Sham gap (spin up / spin down)	5.205 / 5.775	eV
spin multiplicity	4

Structure (XYZ):
```
8
Properties=species:S:1:pos:R:3:forces:R:3
Tm -0.8147 0.4284 -2.8252 -0.707 -0.744 2.407
O 0.0958 0.3851 -0.2325 0.005 1.826 -3.219
O -1.8180 -0.4542 -0.8066 -0.654 1.471 -2.371
C -1.0867 -0.1165 0.1059 3.371 -3.446 3.290
C 1.0793 0.0074 0.7285 1.023 0.928 0.142
H 2.0084 -0.2279 0.2178 0.000 -0.352 0.403
H -0.4869 -0.6482 1.1903 -3.164 0.484 -0.905
H 1.0227 0.6259 1.6218 0.126 -0.168 0.254
```
Forces are in eV/Å.



Computed, not measured: 2 unconnected molecules or ions with the total composition C2H3O3S, with the ωB97M-V functional and the def2-TZVPD basis.

total charge	-1
Kohn-Sham gap	7.835	eV
spin multiplicity	1

Structure (XYZ):
```
9
Properties=species:S:1:pos:R:3:forces:R:3
S 1.2956 0.0280 -0.1410 -0.876 0.140 -0.674
O 2.3335 -0.6123 0.6324 -0.384 -0.477 0.580
O -2.5673 -0.1666 0.1992 -0.893 0.572 -0.294
O 1.6641 1.3933 -0.5254 -0.836 -0.882 -0.497
C -1.5203 0.5001 0.1238 -1.548 -0.748 0.171
C -0.3346 -0.0628 0.4571 3.645 -5.137 0.671
H -1.5743 1.5615 -0.1028 0.254 0.578 -0.286
H -0.4380 -1.7161 0.5730 0.195 4.452 -0.261
H 1.1413 -0.9250 -1.2162 0.443 1.502 0.591
```
Forces are in eV/Å.